a.
ORCA calculation (wB97M-V/def2-TZVPD) on a 2-piece molecular cluster, C3H11O overall.

Bonds (Å) are listed after each position.
CARTESIAN COORDINATES (ANGSTROEM)
1 O -0.102 0.047 -3.204  H9 0.984, H11 0.997, H15 0.980
2 C 0.352 -0.485 1.387  C3 1.511, C4 1.512, H13 1.090, H14 1.103
3 C -0.099 -0.549 -0.054  C2 1.511, H7 1.102, H8 1.106, H10 1.089
4 C -0.282 0.643 2.170  C2 1.512, H5 1.101, H6 1.095, H12 1.112
5 H -0.085 1.622 1.707  C4 1.101
6 H 0.197 0.693 3.154  C4 1.095
7 H 0.655 -1.213 -0.510  C3 1.102
8 H -0.021 0.449 -0.523  C3 1.106
9 H 0.725 0.266 -3.690  O1 0.984
10 H -1.039 -1.050 -0.278  C3 1.089
11 H 0.127 0.037 -2.234  O1 0.997
12 H -1.375 0.468 2.279  C4 1.112
13 H 0.279 -1.421 1.941  C2 1.090
14 H 1.425 -0.239 1.307  C2 1.103
15 H -0.756 0.733 -3.452  O1 0.980

Properties
- E_HOMO (eV) = -14.8
- total charge = +1

---

b.
ORCA calculation (wB97M-V/def2-TZVPD) on a 2-piece molecular cluster, C3H11O overall.

Bonds (Å) are listed after each position.
CARTESIAN COORDINATES (ANGSTROEM)
1 O 0.402 0.237 2.365  H7 0.985, H11 0.981, H13 0.991
2 C 0.715 -1.030 -0.519  C4 1.534, H8 1.085, H10 1.100, H15 1.097
3 C -0.775 1.014 -0.739  C4 1.541, H5 1.081, H6 1.099, H9 1.085
4 C -0.299 -0.293 -1.403  C2 1.534, C3 1.541, H12 1.088, H14 1.085
5 H -0.755 1.800 -1.481  C3 1.081
6 H -0.081 1.253 0.080  C3 1.099
7 H -0.079 0.919 2.889  O1 0.985
8 H 1.195 -1.838 -1.060  C2 1.085
9 H -1.775 0.993 -0.319  C3 1.085
10 H 0.237 -1.450 0.378  C2 1.100
11 H 0.188 -0.683 2.629  O1 0.981
12 H -1.112 -0.960 -1.684  C4 1.088
13 H 0.367 0.374 1.385  O1 0.991
14 H 0.252 0.004 -2.288  C4 1.085
15 H 1.520 -0.341 -0.233  C2 1.097

Properties
- E_HOMO (eV) = -15.7
- total charge = +1

---

The relative energies come out as a 0.084; b 0.000, with values in eV.

---

a.
ORCA calculation (wB97M-V/def2-TZVPD) on one molecule with the formula C3H6N2OS.

Bonds (Å) are listed after each position.
CARTESIAN COORDINATES (ANGSTROEM)
1 S 2.173 0.145 0.348  O2 1.457, N4 1.737, C5 1.941
2 O 2.834 0.057 -0.947  S1 1.457
3 N -0.287 -1.093 -0.180  C5 1.401, C7 1.754, H9 1.045
4 N 0.722 1.088 0.200  S1 1.737, C7 1.227
5 C 1.009 -1.405 0.255  S1 1.941, N3 1.401, H11 1.094, H13 1.141
6 C -1.715 1.333 -0.021  C7 1.480, H8 1.091, H10 1.072, H12 1.103
7 C -0.402 0.651 -0.030  N3 1.754, N4 1.227, C6 1.480
8 H -2.094 2.034 -0.767  C6 1.091
9 H -0.564 -1.260 -1.174  N3 1.045
10 H -1.511 1.924 0.850  C6 1.072
11 H 1.540 -2.266 -0.162  C5 1.094
12 H -2.391 0.535 0.332  C6 1.103
13 H 0.687 -1.742 1.296  C5 1.141

Properties
- E_HOMO (eV) = -8.9

---

b.
ORCA calculation (wB97M-V/def2-TZVPD) on one molecule with the formula C3H6N2OS.

Bonds (Å) are listed after each position.
CARTESIAN COORDINATES (ANGSTROEM)
1 S -0.075 1.759 -0.302  N3 1.739, H13 1.351
2 O -2.497 0.696 0.397  N4 1.589, H10 1.038
3 N -0.015 0.081 0.151  S1 1.739, C5 1.425, C6 1.424
4 N -2.198 -0.717 -0.266  O2 1.589, C5 1.269
5 C -0.943 -0.896 -0.311  N3 1.425, N4 1.269, H11 1.253
6 C 1.276 -0.513 0.055  N3 1.424, C7 1.346, H9 1.144
7 C 2.467 0.107 0.154  C6 1.346, H8 1.142, H12 1.101
8 H 3.420 -0.522 0.136  C7 1.142
9 H 1.198 -1.628 -0.185  C6 1.144
10 H -3.510 0.472 0.435  O2 1.038
11 H -0.570 -2.042 -0.652  C5 1.253
12 H 2.787 1.147 0.317  C7 1.101
13 H -1.339 2.057 0.069  S1 1.351

Properties
- SMILES string = C=CN(S)/C=N\O
- E_HOMO (eV) = -8.4

---

c.
ORCA calculation (wB97M-V/def2-TZVPD) on one molecule with the formula C3H6N2OS.

Bonds (Å) are listed after each position.
CARTESIAN COORDINATES (ANGSTROEM)
1 S 2.281 -0.031 -0.215  N4 1.743, H10 1.402
2 O -1.327 1.018 -0.249  C5 1.464, C7 1.361
3 N 0.530 2.364 -0.065  C7 1.234, H11 1.085
4 N 0.622 0.004 0.318  S1 1.743, C6 1.483, C7 1.438
5 C -1.575 -0.403 -0.001  O2 1.464, C6 1.532, H8 1.146, H9 1.106
6 C -0.225 -1.099 -0.198  N4 1.483, C5 1.532, H12 1.119, H13 1.176
7 C -0.013 1.258 0.015  O2 1.361, N3 1.234, N4 1.438
8 H -2.433 -0.803 -0.646  C5 1.146
9 H -1.927 -0.487 1.044  C5 1.106
10 H 2.772 -0.662 0.937  S1 1.402
11 H 1.602 2.208 -0.010  N3 1.085
12 H -0.083 -1.237 -1.300  C6 1.119
13 H -0.224 -2.129 0.370  C6 1.176

Properties
- SMILES string = [H]/N=C1/OCCN1S
- E_HOMO (eV) = -9.4

---

d.
ORCA calculation (wB97M-V/def2-TZVPD) on one molecule with the formula C3H6N2OS.

Bonds (Å) are listed after each position.
CARTESIAN COORDINATES (ANGSTROEM)
1 S 0.419 2.192 -0.667  C7 1.668, H8 1.393
2 O 1.951 1.498 1.159  C7 1.233
3 N -0.726 -1.099 -0.612  N4 1.387, C6 1.497, H13 1.057
4 N 0.635 -1.340 -0.496  N3 1.387, C5 1.326
5 C 1.442 -0.401 -0.023  N4 1.326, C7 1.498, H11 1.075
6 C -1.402 -0.278 0.442  N3 1.497, H9 1.112, H10 1.110, H12 1.131
7 C 1.286 1.070 0.213  S1 1.668, O2 1.233, C5 1.498
8 H -0.083 1.297 -1.609  S1 1.393
9 H -2.495 -0.395 0.606  C6 1.112
10 H -1.447 0.801 0.189  C6 1.110
11 H 2.433 -0.806 0.075  C5 1.075
12 H -0.879 -0.470 1.426  C6 1.131
13 H -1.135 -2.069 -0.704  N3 1.057

Properties
- SMILES string = CN/N=C\C(=O)S
- E_HOMO (eV) = -9.2

---

The relative energies come out as a 1.720; b 3.347; c 0.000; d 1.065, with values in eV.